C3AlO2 | ωB97M-V with the def2-TZVPD basis set

Values from the calculation:
- Energy relative to the best compared isomer or geometry (same formula, charge and spin): 11.1 kcal per mole
- LUMO (alpha / beta): -1.3347 / -2.4635 eV
- Multiplicity: 2
- Molar mass: 95.01 g/mol
- Orbital gap (alpha / beta): 7.7 / 6.6 eV
- HOMO (alpha / beta): -0.33225 / -0.33136 Eh

Geometry (Å):
O1 0.014 -1.127 -0.047
C1 -1.746 -0.588 0.038
C2 -1.463 0.702 0.025
O2 -0.060 1.017 -0.028
C3 0.715 -0.073 -0.093
Al1 2.541 0.070 0.105



C35H85N2O12S2 | ωB97M-V with the def2-TZVPD basis set

Values from the calculation:
- Energy relative to the best compared isomer or geometry (same formula, charge and spin): 10.7 kcal per mole
- Total charge: -1
- LUMO: 1.9942 eV
- Molar mass: 790.20 g/mol
- Orbital gap: 8.0 eV
- HOMO: -0.21974 Eh

Geometry (Å):
C1 -7.704 -2.003 -0.345
C2 -6.335 -1.648 0.246
C3 -6.026 -2.565 1.447
C4 -4.549 -3.001 1.497
C5 -4.021 -3.107 2.922
C6 -3.743 -1.764 3.635
C7 -3.339 -0.590 2.755
C8 -2.049 -0.738 1.912
C9 -0.972 -1.697 2.463
C10 -0.830 -2.941 1.590
C11 0.233 -3.940 2.053
C12 1.658 -3.398 1.858
C13 2.189 -3.598 0.424
C14 2.396 -2.279 -0.329
S1 3.739 -2.406 -1.509
O1 4.979 -2.074 -0.819
O2 3.710 -3.775 -1.991
N1 3.402 -1.462 -2.749
S2 3.138 0.087 -2.389
O3 3.593 0.474 -1.068
O4 1.750 0.426 -2.644
C15 4.068 0.941 -3.633
C16 3.592 2.396 -3.785
C17 3.122 2.683 -5.204
C18 2.958 4.171 -5.473
N2 1.725 4.676 -4.831
C19 0.627 4.900 -5.784
C20 2.015 5.928 -4.168
C21 1.718 5.955 -2.693
O5 2.507 6.903 -4.745
H1 -7.633 -3.010 -0.752
H2 -8.441 -2.006 0.454
H3 -8.004 -1.315 -1.131
H4 -6.312 -0.608 0.545
H5 -5.588 -1.851 -0.519
H6 -6.646 -3.452 1.324
H7 -6.316 -2.102 2.391
H8 -4.500 -4.004 1.068
H9 -3.934 -2.382 0.854
H10 -4.804 -3.604 3.502
H11 -3.150 -3.752 3.004
H12 -3.039 -1.952 4.439
H13 -4.677 -1.476 4.128
H14 -4.165 -0.405 2.064
H15 -3.240 0.314 3.352
H16 -2.255 -1.000 0.877
H17 -1.601 0.253 1.862
H18 -1.117 -1.937 3.515
H19 -0.019 -1.176 2.399
H20 -0.517 -2.593 0.602
H21 -1.773 -3.461 1.436
H22 0.064 -4.297 3.068
H23 0.152 -4.792 1.378
H24 2.310 -3.974 2.516
H25 1.744 -2.363 2.176
H26 3.135 -4.128 0.470
H27 1.509 -4.212 -0.161
H28 1.514 -2.050 -0.923
H29 2.586 -1.438 0.330
H30 5.129 0.881 -3.421
H31 3.892 0.403 -4.562
H32 2.796 2.602 -3.075
H33 4.428 3.058 -3.556
H34 3.856 2.285 -5.909
H35 2.183 2.162 -5.391
H36 3.811 4.703 -5.056
H37 2.965 4.358 -6.548
H38 0.147 5.860 -5.595
H39 0.948 4.907 -6.825
H40 -0.151 4.145 -5.681
H41 0.894 5.282 -2.471
H42 1.489 6.979 -2.422
H43 2.590 5.572 -2.162
C22 5.701 0.845 1.082
C23 6.023 0.892 2.563
O6 4.974 0.324 3.350
H44 4.776 1.376 0.871
H45 6.505 1.293 0.492
H46 5.560 -0.183 0.744
H47 6.143 1.920 2.908
H48 6.957 0.354 2.769
H49 4.861 -0.584 3.056
C24 7.250 -2.495 -3.028
C25 7.733 -1.237 -2.328
O7 6.704 -0.264 -2.236
H50 6.889 -2.255 -4.030
H51 8.052 -3.233 -3.109
H52 6.418 -2.940 -2.480
H53 8.553 -0.777 -2.883
H54 8.096 -1.479 -1.321
H55 5.977 -0.667 -1.731
C26 -8.385 0.819 3.856
C27 -7.545 1.042 2.612
O8 -8.191 0.546 1.442
H56 -8.596 -0.243 3.983
H57 -7.871 1.184 4.747
H58 -9.343 1.338 3.774
H59 -6.597 0.509 2.691
H60 -7.326 2.108 2.484
H61 -9.024 1.013 1.342
C28 -2.065 -8.254 -0.143
C29 -1.558 -6.931 0.400
O9 -2.614 -5.984 0.554
H62 -2.554 -8.105 -1.107
H63 -1.247 -8.965 -0.271
H64 -2.802 -8.694 0.534
H65 -0.836 -6.490 -0.285
H66 -1.064 -7.077 1.367
H67 -3.253 -6.353 1.169
C30 -2.542 8.020 -5.795
C31 -2.320 7.929 -4.296
O10 -3.422 7.295 -3.651
H68 -3.459 8.571 -6.006
H69 -1.707 8.521 -6.287
H70 -2.651 7.023 -6.229
H71 -2.231 8.923 -3.860
H72 -1.402 7.374 -4.072
H73 -3.503 6.409 -4.014
C32 -2.162 -3.813 8.399
C33 -2.828 -3.813 7.034
O11 -1.932 -3.396 6.010
H74 -1.783 -2.818 8.635
H75 -2.864 -4.115 9.178
H76 -1.313 -4.499 8.414
H77 -3.663 -3.114 7.016
H78 -3.212 -4.811 6.798
H79 -1.192 -4.009 5.996
C34 5.546 6.364 0.666
C35 4.318 5.535 0.333
O12 4.348 5.066 -1.011
H80 5.623 7.215 -0.011
H81 5.503 6.733 1.692
H82 6.455 5.769 0.552
H83 3.414 6.135 0.431
H84 4.236 4.681 1.013
H85 5.128 4.515 -1.117



C2H2O2 | ωB97M-V with the def2-TZVPD basis set

Values from the calculation:
- SMILES: O=CC=O
- Energy relative to the best compared isomer or geometry (same formula, charge and spin): 17.7 kcal per mole
- LUMO: -0.7687 eV
- Molar mass: 58.04 g/mol
- Orbital gap: 9.2 eV
- HOMO: -0.36711 Eh

Geometry (Å):
O1 1.748 0.102 -0.120
C1 0.668 -0.329 0.125
C2 -0.746 0.476 0.054
O2 -1.720 -0.279 -0.103
H1 0.599 -1.564 0.031
H2 -0.550 1.594 0.012



C22H25F5NO2PbTe | ωB97M-V with the def2-TZVPD basis set

Values from the calculation:
- Total charge: +1
- LUMO (alpha / beta): -5.0046 / -5.2856 eV
- Molar mass: 765.24 g/mol
- Orbital gap (alpha / beta): 5.7 / 5.4 eV
- HOMO (alpha / beta): -0.39181 / -0.39384 Eh

Geometry (Å):
C1 -0.651 -1.791 2.557
C2 -1.070 -0.451 2.391
C3 -1.469 -0.276 1.042
H1 -1.102 0.316 3.163
C4 -1.278 -1.516 0.365
C5 -0.778 -2.449 1.303
H2 -1.600 -1.748 -0.651
C6 3.193 -0.281 2.018
C7 2.193 0.362 2.786
C8 1.638 1.398 2.006
H3 1.845 0.043 3.758
C9 2.317 1.434 0.742
C10 3.325 0.418 0.800
H4 -1.930 0.613 0.617
H5 -0.602 -3.504 1.115
H6 -0.279 -2.239 3.473
H7 3.990 0.138 -0.009
H8 0.861 2.078 2.339
H9 3.727 -1.163 2.318
Pb1 1.022 -2.829 -1.355
C11 1.708 1.897 -0.578
C12 2.732 2.387 -1.606
C13 0.620 2.983 -0.440
H10 3.400 3.125 -1.131
H11 2.221 2.902 -2.435
H12 3.326 1.580 -2.048
H13 0.994 3.848 0.137
H14 -0.308 2.608 0.024
H15 0.338 3.333 -1.450
C14 0.986 0.566 -0.961
C15 0.610 0.188 -2.344
H16 0.036 0.563 -0.396
H17 1.566 -0.301 -0.579
O1 0.963 -0.994 -2.777
N1 -0.377 0.935 -2.968
C16 -1.724 0.222 -3.050
H18 -0.022 1.221 -3.898
C17 -2.781 0.723 -2.093
C18 -3.863 -0.131 -1.795
H19 -3.920 -1.118 -2.269
C19 -4.871 0.261 -0.913
H20 -5.653 -0.445 -0.626
C20 -4.885 1.565 -0.410
H21 -5.659 1.872 0.296
C21 -3.873 2.460 -0.779
H22 -3.886 3.489 -0.403
C22 -2.821 2.050 -1.625
H23 -2.060 2.773 -1.955
H24 -1.593 -0.858 -2.857
H25 -2.054 0.260 -4.100
F1 3.009 -4.955 3.723
Te1 2.507 -4.074 2.120
F2 1.920 -2.641 3.215
F3 0.784 -4.827 2.373
F4 4.232 -3.251 2.094
F5 3.018 -5.626 1.142
O2 2.028 -3.142 0.584